[1]
Computed, not measured: 2 unconnected molecules or ions with the total composition C7H18N2P, with ωB97M-V/def2-TZVPD.

Positions of all 28 atoms, in Å:
H  0.0782  0.9073  -0.6205
H  -2.7326  3.0882  1.2807
C  -0.9845  0.5494  -0.4350
C  -0.3190  -1.7091  -0.0454
H  1.5596  -2.5194  0.1178
H  -0.7223  -2.7111  0.1906
C  -1.7795  1.3584  0.6590
H  1.6618  -0.7708  0.0373
H  5.3560  0.1458  -0.7072
H  -1.7063  1.0137  1.6480
H  -3.0274  -0.3672  0.5779
N  1.0490  -1.6049  0.1087
H  -3.9538  -2.8973  0.0674
H  5.3528  2.6171  0.3017
C  -2.3678  2.5549  0.4171
C  -2.6317  -1.1790  -0.1255
C  -2.8986  -2.6905  0.0460
C  4.4876  2.0435  0.5727
P  4.2985  0.8717  -0.8732
H  -2.5879  -3.2310  -0.8383
H  -2.5611  -3.1630  1.1052
N  -1.2135  -0.8464  -0.3705
H  4.9200  1.7707  -1.9163
H  4.3853  1.4927  1.4445
H  -1.5250  0.8966  -1.3258
H  -3.0923  -0.9838  -1.0903
H  -2.5398  2.7929  -0.6013
H  3.4942  2.5709  0.3746

Cartesian forces, eV/Å:
-1.14 -0.92 0.74
-0.30 0.37 -0.33
-0.94 3.52 -0.93
2.87 -1.52 0.75
-0.80 1.44 0.16
0.62 0.61 -0.40
1.11 1.41 -1.48
-0.97 -0.62 -0.26
2.84 -1.90 0.31
0.31 -0.43 1.35
0.33 -1.89 -0.58
-1.11 -0.74 -0.46
-0.65 0.44 0.04
0.27 0.50 0.98
0.83 -2.96 0.84
-0.98 -0.15 -0.75
0.24 -0.15 3.10
-2.42 0.52 -3.61
-2.01 2.43 -1.35
0.66 -0.26 0.08
-0.30 1.01 -2.65
0.37 -0.44 1.73
-0.80 -1.11 1.10
0.43 -0.64 1.86
0.37 -0.14 -0.31
-0.33 0.48 -0.10
-0.08 0.99 -0.64
1.57 0.14 0.81

Values from the calculation:
**E_HOMO**: -12.08 eV
**ΔE to the lowest compared entry with this formula, charge and spin**: 92.74 kJ/mol
**E_tot**: -19810.82432 eV
**2S+1**: 1
**HOMO-LUMO gap**: 9.16 eV
**Charge**: +1

=====

[2]
Computed, not measured: a gas-phase ion, C7H18N3O2 (charge +1), with ωB97M-V/def2-TZVPD.

Positions of all 30 atoms, in Å:
H  3.5666  -1.6279  1.8868
H  -0.0742  -2.6678  0.4264
H  -1.2321  -2.7776  -0.6998
H  1.3879  -0.7637  2.7069
N  1.1447  -0.8212  1.6040
H  -3.0411  2.0977  -0.1470
N  -0.2841  0.3992  0.1395
C  -0.9213  -2.1271  0.0384
N  0.3558  0.1853  1.4044
C  -2.3795  1.7864  0.6462
H  -0.1412  2.3426  0.5407
C  0.5059  -0.9122  -1.8275
H  -1.6098  -0.5159  -1.2071
H  -1.2984  3.2843  -1.2861
O  0.2474  1.0169  2.2676
H  3.8925  -1.6362  0.1223
C  -0.6523  -0.7689  -0.6561
H  3.5040  -0.0660  1.0211
C  -1.0139  2.2272  -1.4192
H  -2.4360  2.6260  1.3546
O  1.9154  -1.2744  0.6151
C  3.3070  -1.1648  0.9246
H  -1.7161  -2.2037  0.7399
H  0.5193  -1.9501  -2.1094
H  1.5295  -0.7189  -1.5521
H  -1.6201  1.5176  -2.1096
H  0.2447  -0.2179  -2.6713
H  -0.0949  2.1176  -2.0225
C  -0.9332  1.6939  0.0691
H  -2.6725  0.9197  1.1999

Cartesian forces, eV/Å:
-0.29 -0.16 -0.28
0.59 0.34 0.35
-0.77 -1.16 -2.07
0.08 -0.60 -3.27
0.22 -0.58 4.39
-0.43 -0.58 -0.22
1.16 -1.55 3.45
1.05 1.09 0.44
-1.94 2.82 -3.84
1.38 1.39 0.55
-1.37 -0.25 -0.09
-2.00 0.56 0.23
1.12 0.07 0.84
-0.28 -0.65 -0.77
-0.48 -0.13 0.66
-0.55 0.27 0.20
1.10 -0.86 -2.33
0.35 -0.90 -0.27
0.37 -2.20 -0.65
0.21 -0.27 -0.03
0.10 -1.42 -0.63
0.92 1.66 0.64
-0.66 0.69 0.89
-0.31 -0.34 -0.67
-0.03 0.47 0.60
-0.19 1.70 1.49
0.19 -0.95 0.66
0.31 0.66 0.95
0.50 1.54 -1.23
-0.36 -0.66 0.00

Values from the calculation:
**E_HOMO (spin up / spin down)**: -13.88 / -13.88 eV
**ΔE to the lowest compared entry with this formula, charge and spin**: 588.77 kJ/mol
**E_tot**: -16102.56111 eV
**SMILES string**: CON[N+](=O)N(C(C)C)C(C)C
**2S+1**: 1
**HOMO-LUMO gap (spin up / spin down)**: 9.13 / 9.13 eV
**Charge**: +1

=====

[3]
Computed, not measured: 3 unconnected molecules or ions with the total composition C7H18NO2, with ωB97M-V/def2-TZVPD.

Positions of all 28 atoms, in Å:
H  1.2596  -2.0193  -1.3589
O  -0.8800  -2.4233  1.6645
H  -2.6921  1.2861  -1.4553
C  0.0802  2.3976  0.6339
C  0.9837  0.0927  -1.0278
H  0.3055  1.0361  2.2432
C  1.0510  0.1143  0.4619
H  -3.7410  0.2373  -0.9088
H  1.9985  -0.6310  2.1999
H  0.3336  0.9402  -1.4357
H  -1.4689  -0.8493  -1.1275
H  -0.9459  2.8575  0.5863
H  1.1338  4.1571  -0.0483
H  -1.2262  -2.4326  -1.5151
O  -2.8310  0.3317  -1.2511
H  -0.2068  -2.1463  2.2935
H  1.9479  0.3313  -1.4266
H  -1.6267  -2.7001  2.1856
H  0.4716  -1.2480  -2.7230
H  2.7117  -1.2453  0.6673
C  0.5486  -1.2760  -1.5987
C  1.1679  3.0893  0.2934
C  1.9506  -0.6270  1.1271
H  2.1442  2.6436  0.3350
H  -0.9503  0.5520  1.0673
H  -0.7894  -1.8476  -0.0043
N  -0.8204  -1.6200  -1.0203
C  0.0902  0.9990  1.1427

Cartesian forces, eV/Å:
0.47 -1.00 0.53
0.36 0.19 -0.32
-0.34 -1.02 0.25
-0.93 1.34 -0.34
-1.17 0.47 -1.34
-0.19 -0.17 -0.79
1.17 -0.91 0.58
0.61 0.23 -0.29
-0.08 0.23 0.40
0.58 -1.27 0.62
-0.56 0.69 -0.21
1.24 -0.20 0.05
-0.12 -1.23 0.40
0.25 0.45 0.38
-0.27 0.86 0.03
0.13 0.04 -0.01
0.71 -0.04 -0.38
-0.50 -0.23 0.32
-0.16 0.04 1.19
-0.14 -0.01 -0.34
-0.98 1.71 -0.97
-0.79 1.03 -0.32
-0.36 0.29 -0.40
0.35 -0.18 0.06
0.94 0.52 -0.03
0.18 -0.08 -0.07
0.90 -1.27 -0.58
-1.31 -0.46 1.59

Values from the calculation:
**E_HOMO**: -12.61 eV
**ΔE to the lowest compared entry with this formula, charge and spin**: 17.84 kJ/mol
**E_tot**: -13129.22096 eV
**2S+1**: 1
**HOMO-LUMO gap**: 9.74 eV
**Charge**: +1

=====

[4]
Computed, not measured: C7H18NO2P in the gas phase, with ωB97M-V/def2-TZVPD.

Positions of all 29 atoms, in Å:
H  4.9876  1.3404  0.2449
H  3.6667  2.0825  -0.9888
H  -1.7894  1.2573  1.6676
O  -3.8428  1.4269  0.4908
C  -1.9867  -1.7325  1.0252
C  0.6514  -0.2438  0.5414
H  3.4431  -0.2705  0.9804
H  -2.3908  -1.5998  -1.9625
H  -1.2939  1.4057  -1.2775
O  -1.7098  1.9745  -0.6702
H  -2.1064  -2.8480  0.6854
H  -2.8613  -1.5106  1.7392
C  1.7583  0.3483  -0.2575
H  -3.7781  -1.4366  -0.7993
H  0.0106  -1.3241  -1.0442
C  -1.7744  -0.6484  -0.0354
P  -2.4470  1.0828  0.4212
H  1.5946  1.3563  -0.7021
H  0.2610  0.4459  1.2665
C  -2.8366  -1.0082  -1.1451
H  2.8724  1.2973  1.4162
H  4.0888  0.5139  -1.1510
H  -1.1398  -1.7159  1.7374
H  1.9852  -0.3865  -1.0558
C  3.0600  0.6493  0.4825
C  4.0637  1.2658  -0.3858
N  -0.4241  -0.5132  -0.5139
H  -3.1307  -0.0799  -1.6092
H  1.0683  -1.1288  0.8997

Cartesian forces, eV/Å:
-0.46 0.58 -1.44
0.45 0.82 0.79
-0.08 0.43 -0.28
-2.12 -0.34 0.28
-0.38 -0.88 2.38
-1.54 1.55 -2.71
0.07 0.28 -0.56
-0.16 -0.13 0.49
1.50 -1.22 -1.52
-0.65 1.22 1.37
0.24 2.27 0.11
0.86 -0.29 -1.34
1.75 1.41 -0.44
0.44 -0.18 0.37
-1.65 1.04 0.58
-2.74 -1.40 -0.32
2.70 -0.89 0.84
-0.96 -0.88 -0.13
-0.05 0.00 0.61
1.14 0.63 -0.97
-0.17 -0.57 -1.31
1.37 -0.57 -0.73
-0.15 -0.19 -0.32
0.01 0.53 0.02
-1.69 -0.43 3.72
0.71 -0.74 -0.19
1.75 -0.75 -0.10
-0.30 0.32 -0.62
0.09 -1.64 1.42

Values from the calculation:
**E_HOMO**: -9.47 eV
**ΔE to the lowest compared entry with this formula, charge and spin**: 154.72 kJ/mol
**E_tot**: -22424.54583 eV
**SMILES string**: CCCCNC(C)(C)[P@H](=O)O
**2S+1**: 1
**HOMO-LUMO gap**: 10.22 eV

=====

Which value of E_tot does entry 1 give? -19810.82432 eV